Here is a structure of composition C17H39N5O13S2 from the OMol25 dataset. Energies are from ωB97M-V/def2-TZVPD.

The geometry in XYZ format:
```
76
Properties=species:S:1:pos:R:3:mulliken_charge:R:1
S 0.05 0.39 0.82 0.772
O 0.01 -0.63 -0.28 -0.829
O 1.07 -0.02 1.81 -0.874
O 0.37 1.70 0.22 -0.649
O -1.28 0.45 1.48 -1.131
C 3.62 -2.37 1.58 -0.632
C 4.00 -1.78 2.92 0.736
O 5.01 -2.15 3.52 -0.758
N 3.18 -0.81 3.34 0.012
C 3.36 -0.12 4.58 -1.069
H 4.50 -2.82 1.12 0.383
H 3.19 -1.61 0.92 0.103
H 2.87 -3.14 1.74 0.068
H 2.34 -0.61 2.78 0.559
H 2.42 0.02 5.10 0.293
H 3.85 0.85 4.43 0.285
H 4.03 -0.70 5.21 0.388
C -4.43 0.29 -0.03 -0.354
C -4.89 0.36 1.41 0.537
O -6.08 0.33 1.72 -0.767
N -3.89 0.46 2.29 0.108
C -4.10 0.59 3.70 -1.068
H -3.96 1.23 -0.31 0.235
H -5.29 0.11 -0.67 0.383
H -3.67 -0.49 -0.16 -0.287
H -2.93 0.52 1.93 0.587
H -4.49 1.58 3.97 0.318
H -3.17 0.41 4.23 0.321
H -4.87 -0.10 4.05 0.335
C 1.08 -3.17 -2.12 -0.797
C -0.32 -3.21 -2.69 0.897
O -0.67 -4.08 -3.50 -0.771
N -1.15 -2.28 -2.20 0.272
C -2.54 -2.17 -2.57 -1.019
H 1.18 -4.06 -1.50 0.169
H 1.24 -2.28 -1.52 0.012
H 1.79 -3.29 -2.93 0.391
H -0.76 -1.58 -1.56 0.152
H -3.15 -2.01 -1.68 0.279
H -2.85 -3.10 -3.05 0.423
H -2.68 -1.39 -3.32 0.262
C 1.23 4.31 -1.54 -0.282
C 2.62 4.86 -1.29 0.571
O 3.09 5.01 -0.18 -0.649
N 3.33 5.18 -2.41 -0.195
C 4.71 5.60 -2.35 -0.904
H 0.99 4.26 -2.60 0.220
H 0.48 4.97 -1.09 0.356
H 1.14 3.36 -1.00 -0.190
H 2.90 5.21 -3.32 0.252
H 5.20 5.13 -1.51 0.303
H 4.80 6.69 -2.27 0.266
H 5.23 5.32 -3.27 0.325
C -1.87 1.64 -2.39 -0.358
C -0.61 1.66 -3.23 0.485
O -0.57 2.23 -4.33 -0.785
N 0.43 1.02 -2.68 0.452
C 1.75 1.09 -3.26 -1.014
H -2.00 2.62 -1.93 0.275
H -1.84 0.85 -1.63 -0.139
H -2.71 1.47 -3.07 0.467
H 0.34 0.83 -1.68 -0.493
H 2.30 1.95 -2.87 0.215
H 1.61 1.14 -4.34 0.426
H 2.31 0.21 -2.97 0.234
C -0.54 -3.47 1.59 0.013
C -1.83 -2.94 0.95 1.220
O -2.76 -2.80 2.06 -0.244
S -2.15 -3.43 3.39 1.067
O -3.08 -4.32 3.98 -0.639
O -1.57 -2.41 4.18 -0.520
O -1.04 -4.29 2.66 -0.457
H 0.03 -2.60 1.93 0.177
H 0.05 -4.09 0.93 0.156
H -2.30 -3.59 0.22 0.157
H -1.63 -1.97 0.50 -1.044
```

Charge: -2
HOMO in eV: -3.42
Gap between HOMO and LUMO in Eh: 0.278
E in hartree: -2719.68557

***

Here is a cluster of 2 separate species, C3H8NO in total from the OMol25 dataset. Energies are from ωB97M-V/def2-TZVPD.

The geometry in XYZ format:
```
13
Properties=species:S:1:pos:R:3:nbo_charge:R:1
C -0.47 0.93 0.44 0.009
C -0.41 0.41 1.71 -0.532
C 0.47 1.19 -1.66 -0.309
N 0.22 0.35 -0.63 -0.596
H -1.26 1.58 0.10 0.200
H 0.03 -0.59 1.72 0.197
H -0.69 0.97 2.57 0.212
H 1.18 0.84 -2.41 0.172
H 0.11 2.24 -1.73 0.183
H 0.68 -0.57 -0.58 0.439
H -0.75 -2.25 0.33 0.503
H 0.74 -2.91 0.16 0.494
O 0.14 -2.19 -0.02 -0.971
```

HOMO (spin up / spin down) in eV: -5.63 / -8.43
2S+1: 2
Energy relative to the best compared isomer or geometry (same formula, charge and spin) in eV: 0.896
Gap between HOMO and LUMO (spin up / spin down) in Eh: 0.230 / 0.332
<S²>: 0.76
E in hartree: -248.98294

***

Here is a structure of composition C19H29BiClNO2S5SeSi from the OMol25 dataset. Energies are from ωB97M-V/def2-TZVPD.

The geometry in XYZ format:
```
60
Properties=species:S:1:pos:R:3:nbo_charge:R:1
Bi -0.22 0.78 0.90 1.663
C -4.27 -0.58 3.27 -0.532
C -4.95 -0.12 1.99 -0.538
S -4.11 1.35 1.31 0.203
C -4.60 1.36 -0.45 -0.529
C -4.23 0.10 -1.23 -0.540
S -2.88 -0.76 -0.36 0.170
C -2.27 -1.95 -1.61 -0.543
C -1.54 -3.06 -0.87 -0.529
S -0.40 -2.40 0.42 0.222
C -1.11 -3.05 1.97 -0.530
C -2.50 -2.58 2.36 -0.547
S -2.48 -0.92 3.12 0.202
H -4.75 -1.48 3.65 0.227
H -4.33 0.20 4.02 0.235
H -5.99 0.14 2.19 0.222
H -4.92 -0.91 1.23 0.221
H -4.05 2.22 -0.84 0.244
H -5.66 1.57 -0.51 0.224
H -3.89 0.35 -2.23 0.234
H -5.08 -0.59 -1.28 0.211
H -1.59 -1.41 -2.28 0.232
H -3.11 -2.35 -2.16 0.221
H -0.92 -3.63 -1.56 0.236
H -2.23 -3.73 -0.36 0.220
H -0.37 -2.76 2.72 0.261
H -1.11 -4.14 1.88 0.226
H -2.92 -3.26 3.10 0.219
H -3.15 -2.54 1.49 0.226
C 0.52 4.52 -1.83 -1.126
Si 1.45 2.88 -2.08 1.531
C 3.08 2.78 -1.14 -1.131
C 1.75 2.48 -3.91 -1.119
Se -0.25 1.27 -1.57 -0.707
H 1.09 5.36 -2.23 0.235
H 0.35 4.69 -0.77 0.254
H -0.44 4.48 -2.32 0.240
H 3.54 3.77 -1.11 0.247
H 3.78 2.11 -1.63 0.237
H 2.95 2.44 -0.12 0.268
H 2.28 3.29 -4.40 0.238
H 0.81 2.31 -4.43 0.240
H 2.35 1.57 -4.02 0.239
S 2.33 4.48 2.35 -0.084
C 1.26 3.48 1.78 0.201
N 0.42 2.77 1.33 -0.855
Cl 7.63 -2.68 -0.68 0.008
C 6.11 -2.08 -0.13 -0.028
C 5.29 -1.39 -1.00 -0.231
C 4.06 -0.93 -0.56 -0.161
C 3.65 -1.17 0.74 -0.176
C 4.48 -1.87 1.61 -0.103
C 5.72 -2.32 1.19 -0.254
C 2.32 -0.69 1.19 0.794
O 1.68 -1.21 2.10 -0.673
O 1.89 0.35 0.53 -0.832
H 5.61 -1.22 -2.02 0.226
H 3.40 -0.39 -1.23 0.235
H 4.15 -2.05 2.63 0.228
H 6.38 -2.85 1.85 0.228
```

HOMO in eV: -8.27
Energy relative to the best compared isomer or geometry (same formula, charge and spin) in eV: 0.551
Gap between HOMO and LUMO in Eh: 0.309
E in hartree: -6303.41222

***

Here is a cluster of 2 separate species, C8H10FNS in total from the OMol25 dataset. Energies are from ωB97M-V/def2-TZVPD.

The geometry in XYZ format:
```
21
Properties=species:S:1:pos:R:3:nbo_charge:R:1
C 0.13 0.18 -0.38 0.258
C -0.12 -0.25 -1.62 -0.310
C 0.90 2.04 -1.20 0.079
C -1.65 -1.49 2.54 -0.484
C -2.24 -2.13 1.25 -0.523
C -0.78 -1.94 1.36 0.433
C -0.52 -1.57 -2.06 -0.654
C 1.65 3.36 -1.29 -0.637
N 0.65 1.38 -0.12 -0.506
F 0.16 -2.90 1.38 -0.324
S 0.43 1.16 -2.62 0.341
H -1.87 -0.45 2.55 0.233
H -1.34 -1.95 3.53 0.233
H -2.68 -3.12 1.02 0.234
H -2.97 -1.42 0.78 0.244
H -0.70 -2.24 -1.19 0.248
H -1.52 -1.71 -2.59 0.226
H 0.35 -1.95 -2.70 0.230
H 1.08 4.14 -1.05 0.224
H 2.45 3.39 -0.65 0.235
H 1.87 3.60 -2.35 0.221
```

HOMO (spin up / spin down) in eV: -8.63 / -8.15
Gap between HOMO and LUMO (spin up / spin down) in Eh: 0.333 / 0.296
E in hartree: -863.40028

***

Here is the ion CH3Br3P with charge +1 from the OMol25 dataset. Energies are from ωB97M-V/def2-TZVPD.

The geometry in XYZ format:
```
8
Properties=species:S:1:pos:R:3:nbo_charge:R:1
C 0.25 -0.15 0.05 -0.941
P 2.11 -0.24 0.04 0.935
Br 2.74 -1.29 1.82 0.062
Br 2.77 -1.38 -1.68 0.048
Br 3.27 2.05 -0.15 0.016
H -0.43 -0.96 -0.23 0.317
H 0.14 0.70 -0.72 0.286
H 0.12 0.20 1.10 0.277
```

Charge: +1
HOMO in eV: -15.50
Energy relative to the best compared isomer or geometry (same formula, charge and spin) in eV: 1.101
Gap between HOMO and LUMO in Eh: 0.302
E in hartree: -8103.03396

***

Here is a cluster of 2 separate species, C10H16 in total from the OMol25 dataset. Energies are from ωB97M-V/def2-TZVPD.

The geometry in XYZ format:
```
26
Properties=species:S:1:pos:R:3:nbo_charge:R:1
C 2.62 -0.13 0.77 -0.608
C 1.90 -0.92 -0.35 -0.427
C 0.74 -0.20 -1.01 -0.035
C 0.21 1.04 -0.64 -0.173
C -0.69 1.71 -1.41 -0.232
C -1.06 1.21 -2.66 -0.215
C -0.52 0.03 -3.11 -0.211
C 0.32 -0.69 -2.23 -0.198
H 3.71 -0.24 0.63 0.210
H 2.45 -0.55 1.76 0.207
H 2.33 0.91 0.82 0.207
H 2.70 -1.12 -1.07 0.215
H 1.62 -1.90 0.05 0.218
H 0.49 1.46 0.32 0.201
H -1.22 2.59 -1.05 0.214
H -1.82 1.71 -3.24 0.212
H -0.80 -0.47 -4.02 0.214
H 0.58 -1.69 -2.57 0.204
C -1.60 -0.94 1.96 -0.629
C -1.81 0.25 2.83 -0.627
H -1.29 -0.68 0.95 0.217
H -0.91 -1.75 2.26 0.203
H -2.48 -1.59 1.81 0.209
H -0.92 0.69 3.33 0.205
H -2.44 0.21 3.71 0.213
H -2.12 1.06 2.15 0.208
```

HOMO in eV: -9.00
Energy relative to the best compared isomer or geometry (same formula, charge and spin) in eV: 0.920
Gap between HOMO and LUMO in Eh: 0.368
E in hartree: -390.60208